A molecular structure, C13H21Br6F8O5P in a non-equilibrium geometry. Source: the OMol25 dataset; level of theory: ωB97M-V with the def2-TZVPD basis set.

## Properties
largest force on an atom = 0.0938 Eh/bohr
LUMO level = -0.0245 Eh
ΔE to the lowest compared entry with this formula, charge and spin = 0.0 kcal/mol
E_HOMO = -10.38 eV

Structure (ORCA input):
```
! RIJCOSX wB97M-V def2-TZVPD def2/J DEFGRID3
* xyz 0 1
C 23.71791 -20.07852 19.59730
C 23.60406 -19.22402 18.31801
O 24.35302 -17.98012 18.39877
P 23.60675 -16.67077 17.79156
O 23.07821 -16.95773 16.42646
O 24.71392 -15.48474 17.92948
C 25.12289 -14.59201 16.86442
C 26.26304 -13.60766 17.17504
O 22.48621 -16.30257 18.88746
C 22.88390 -15.91484 20.21900
C 21.62941 -15.56373 21.01147
H 22.83188 -20.71242 19.56234
H 24.57330 -20.75376 19.61822
H 23.60688 -19.52318 20.52863
H 24.01539 -19.83482 17.51438
H 22.56123 -18.97980 18.11564
H 25.45532 -15.31879 16.12322
H 24.17568 -14.14660 16.56028
H 26.49481 -13.40293 18.22025
H 27.14884 -13.97583 16.65744
H 26.01533 -12.69047 16.64070
H 23.60317 -16.53596 20.75282
H 23.58087 -15.08190 20.12660
H 21.63169 -14.47832 21.11141
H 20.68838 -15.83292 20.53177
H 21.68640 -16.09785 21.95992
C 29.57764 -25.03831 24.93145
C 29.78464 -26.07063 26.01511
C 30.99020 -25.64612 26.90545
F 32.05181 -25.35963 26.17114
F 30.78010 -24.69348 27.80956
F 28.75714 -26.33616 26.69357
F 30.06236 -27.24489 25.41044
O 29.61677 -23.78176 25.58485
C 29.38381 -22.64734 24.69405
C 29.02412 -21.54242 25.60647
F 28.96643 -20.27856 25.12512
F 27.91352 -21.79220 26.26544
F 30.55485 -22.59256 24.00171
F 28.39519 -22.75455 23.71935
H 28.61333 -25.17584 24.44228
H 30.27186 -25.13055 24.09620
H 31.34274 -26.57695 27.34972
H 29.88518 -21.56760 26.27433
C 29.77744 -16.54973 20.33192
Br 31.05453 -17.34031 21.66698
Br 30.51754 -14.85058 19.52425
Br 28.09124 -16.25685 21.33037
H 29.60220 -17.14682 19.43700
C 27.20662 -20.60245 13.77761
Br 26.61654 -18.93322 12.75432
Br 28.03763 -20.30367 15.54727
Br 28.31583 -21.82435 12.66153
H 26.31262 -21.20734 13.92917
*
```


A single C5H10O molecule. Source: the OMol25 dataset; level of theory: ωB97M-V with the def2-TZVPD basis set.

## Properties
largest force on an atom = 0.0112 Eh/bohr
LUMO level = 0.0346 Eh
ΔE to the lowest compared entry with this formula, charge and spin = 79.0 kcal/mol
E_HOMO = -7.99 eV

Structure (ORCA input):
```
! RIJCOSX wB97M-V def2-TZVPD def2/J DEFGRID3
* xyz 0 1
C 1.69221 0.84184 0.82282
C 0.82104 0.54100 -0.37779
C -1.55242 -0.76281 -1.40150
C -1.27133 -1.75651 -0.29069
C -0.60512 0.92953 -0.00680
O -1.48777 0.49586 -1.05633
H 1.43717 0.15738 1.64079
H 1.49431 1.86259 1.16565
H 2.75414 0.74020 0.59865
H 0.92485 -0.51424 -0.65699
H 1.11567 1.10747 -1.26965
H -2.00969 -2.51211 -0.54541
H -0.30202 -2.26426 -0.35782
H -1.43296 -1.44094 0.74929
H -0.67755 2.02177 0.00299
H -0.90053 0.55325 0.98280
*
```


A single C2H3Cl2NO molecule in a non-equilibrium geometry. Source: the OMol25 dataset; level of theory: ωB97M-V with the def2-TZVPD basis set.

## Properties
largest force on an atom = 0.1188 Eh/bohr
SMILES = C/C(Cl)=[N+](/[O-])Cl
LUMO level = -0.0105 Eh
ΔE to the lowest compared entry with this formula, charge and spin = 91.8 kcal/mol
E_HOMO = -9.25 eV

Structure (ORCA input):
```
! RIJCOSX wB97M-V def2-TZVPD def2/J DEFGRID3
* xyz 0 1
C -1.11367 0.01794 -0.03946
C 0.26649 0.47272 -0.02293
Cl 0.42588 2.16977 -0.03712
N 1.31186 -0.27309 0.00701
O 2.47215 0.03652 0.01177
Cl 1.00171 -2.05844 -0.06922
H -1.71873 0.63380 -0.47255
H -1.49576 0.02439 0.97559
H -1.14992 -1.02358 -0.35309
*
```